{
  "formula": "C14H20N2O3S",
  "method": "ωB97M-V/def2-TZVPD",
  "total_energy_ev": -34801.113,
  "fmax_ha_per_bohr": 0.020,
  "de_lowest_ev": 0.8182,
  "smiles": "CS(=O)(=O)N1CCC(C(=O)NCc2ccccc2)CC1",
  "elements": ["C", "S", "O", "O", "N", "C", "C", "C", "C", "O", "N", "C", "C", "C", "C", "C", "C", "C", "C", "C", "H", "H", "H", "H", "H", "H", "H", "H", "H", "H", "H", "H", "H", "H", "H", "H", "H", "H", "H", "H"],
  "xyz": [[-4.375634, -1.136517, 1.881492], [-4.656061, -0.698207, 0.139739], [-5.670558, 0.312265, 0.095362], [-4.861912, -1.910748, -0.595679], [-3.254018, -0.018812, -0.408408], [-2.125155, -0.903403, -0.569274], [-1.152034, -0.282314, -1.568148], [-0.709012, 1.115847, -1.105138], [0.203008, 1.000201, 0.113027], [-0.165609, 0.617935, 1.206821], [1.482744, 1.363331, -0.123478], [2.532329, 1.223149, 0.867150], [3.529053, 0.171811, 0.454628], [3.098394, -1.130801, 0.230037], [3.992765, -2.104785, -0.173355], [5.329093, -1.787246, -0.354579], [5.765332, -0.493044, -0.131347], [4.867988, 0.483280, 0.267177], [-1.947232, 1.976628, -0.811826], [-2.903238, 1.268224, 0.144591], [-3.552450, -1.836267, 1.927839], [-5.286073, -1.594286, 2.243737], [-4.160597, -0.229407, 2.429472], [-2.514365, -1.851525, -0.941448], [-1.611870, -1.064547, 0.388810], [-1.653516, -0.185354, -2.532237], [-0.283336, -0.932642, -1.690395], [-0.144965, 1.588441, -1.916957], [1.772431, 1.614975, -1.055110], [3.029057, 2.187779, 1.011726], [2.032922, 0.934955, 1.797164], [2.056499, -1.375287, 0.379704], [3.648970, -3.114300, -0.343779], [6.028587, -2.547843, -0.667801], [6.806277, -0.241012, -0.270396], [5.212311, 1.493297, 0.439484], [-1.644863, 2.933166, -0.382047], [-2.465818, 2.164431, -1.753396], [-3.831004, 1.830553, 0.253360], [-2.418421, 1.158085, 1.123486]],
  "forces_ev_per_angstrom": [[-0.065, 0.292, -1.004], [-0.153, -0.152, 0.265], [0.116, 0.212, 0.232], [0.258, -0.175, 0.112], [-0.820, -0.342, 0.173], [0.399, -0.650, -0.212], [-0.031, 0.029, 0.255], [-0.052, -0.024, -0.014], [0.015, 0.324, -0.659], [-0.221, -0.218, 0.418], [0.434, 0.195, -0.107], [-0.039, -0.013, 0.152], [0.065, 0.079, 0.009], [0.032, 0.011, 0.011], [-0.086, -0.053, 0.005], [0.120, -0.005, -0.021], [0.117, -0.070, -0.039], [-0.119, 0.018, 0.066], [0.074, -0.173, 0.213], [-0.092, 0.748, 0.267], [0.177, -0.131, 0.026], [-0.187, -0.071, 0.004], [0.063, 0.170, 0.120], [0.206, 0.009, -0.021], [-0.070, -0.049, -0.102], [0.018, -0.034, -0.047], [-0.013, -0.033, -0.043], [-0.028, -0.045, 0.087], [-0.180, -0.049, 0.033], [-0.033, -0.119, 0.059], [0.110, 0.131, -0.103], [-0.133, -0.041, 0.016], [-0.028, -0.086, -0.009], [0.058, -0.060, -0.027], [0.085, 0.015, -0.018], [0.019, 0.111, 0.015], [-0.047, 0.036, -0.024], [-0.009, 0.049, -0.015], [0.155, 0.127, 0.013], [-0.115, 0.039, -0.089]]
}

---

{
  "formula": "C5H20N2O4",
  "method": "ωB97M-V/def2-TZVPD",
  "total_energy_ev": -16678.107,
  "fmax_ha_per_bohr": 0.062,
  "de_lowest_ev": 1.8517,
  "smiles": "C=C(N)C[C@@H](C)N.O.O.O.O",
  "elements": ["C", "C", "N", "C", "C", "C", "N", "H", "H", "H", "H", "H", "H", "H", "H", "H", "H", "H", "H", "O", "H", "H", "O", "H", "H", "O", "H", "H", "O", "H", "H"],
  "xyz": [[1.789715, -0.959978, 2.218074], [0.739865, -0.294344, 1.735754], [-0.532026, -0.321644, 2.359650], [0.847762, 0.763752, 0.689777], [1.928757, 0.546033, -0.441401], [1.729805, -0.586469, -1.428239], [2.030818, 1.808808, -1.188205], [1.755753, -1.668246, 3.036657], [2.858855, -0.794711, 1.974835], [-0.503382, -0.849795, 3.220646], [-0.818758, 0.623613, 2.569572], [0.979337, 1.643451, 1.304806], [-0.091596, 0.939746, 0.115703], [2.837855, 0.423655, 0.184171], [2.632444, -0.681033, -2.048018], [1.561136, -1.610036, -1.096493], [0.879519, -0.447661, -2.066596], [1.663412, 1.631233, -2.102382], [2.107363, 2.707825, -0.763581], [-3.455662, 0.323432, -0.394713], [-3.432012, -0.291076, 0.361563], [-2.735496, 0.086659, -0.987474], [-2.024266, 2.576670, 0.226908], [-2.413935, 3.369091, 0.587445], [-2.678118, 1.904665, -0.022967], [-0.337792, -2.267126, -0.545361], [-0.187484, -2.553298, 0.368091], [-0.450213, -1.337866, -0.302396], [-2.281793, -1.865223, -2.365388], [-2.947250, -1.177669, -2.421434], [-1.452610, -1.642457, -2.779005]],
  "forces_ev_per_angstrom": [[1.316, -0.376, 0.200], [0.394, 0.191, 0.785], [0.005, -0.606, -0.287], [-0.677, -0.955, -1.792], [0.291, 1.836, 2.610], [1.141, -0.664, -0.107], [0.471, -2.212, -0.516], [-0.632, 0.096, 0.225], [-1.072, -0.056, -0.705], [-0.026, -0.018, 0.076], [-0.298, 0.117, -0.182], [0.494, 0.814, -0.468], [0.162, -0.216, 0.779], [0.029, -0.331, -0.896], [-0.224, 0.432, -0.078], [0.263, 0.467, 0.828], [-0.541, 0.614, -0.560], [-0.089, 1.187, -0.237], [-0.365, 0.077, -0.007], [-0.318, -0.058, 0.279], [0.254, 0.237, -0.581], [0.152, -0.384, 0.273], [0.940, -0.155, -0.108], [-0.534, -0.022, -0.049], [-0.397, 0.375, 0.360], [-0.268, 0.090, 1.378], [0.133, -0.755, -0.223], [-0.210, 0.201, -0.653], [-0.700, -0.576, 0.536], [0.223, 0.168, -0.627], [0.081, 0.482, -0.255]]
}

---

{
  "formula": "C5H20FMgO5",
  "method": "ωB97M-V/def2-TZVPD",
  "total_energy_ev": -23904.608,
  "fmax_ha_per_bohr": 0.024,
  "de_lowest_ev": 0.1024,
  "total_charge": 1,
  "elements": ["Mg", "F", "C", "O", "H", "H", "H", "H", "C", "O", "H", "H", "H", "H", "C", "O", "H", "H", "H", "H", "C", "O", "H", "H", "H", "H", "C", "O", "H", "H", "H", "H"],
  "xyz": [[-3.852402, -39.430774, 10.711277], [-4.882588, -40.852764, 10.187878], [-7.357764, -40.549022, 7.652240], [-6.676658, -41.665761, 8.197764], [-7.478498, -40.696346, 6.580959], [-8.337791, -40.418843, 8.119398], [-6.806113, -39.611880, 7.812436], [-6.045487, -41.350710, 8.854983], [-4.821310, -40.121299, 13.647459], [-3.709851, -40.067222, 12.699578], [-5.653761, -40.636952, 13.177546], [-4.511847, -40.639411, 14.548748], [-5.104451, -39.105919, 13.909861], [-2.978611, -40.607456, 13.008235], [-3.913100, -38.940060, 7.666459], [-3.810545, -38.356904, 8.994746], [-3.968205, -40.018777, 7.781929], [-4.810472, -38.587464, 7.167885], [-3.032343, -38.689359, 7.076908], [-3.615833, -37.416976, 8.922433], [-3.974728, -44.229508, 10.311937], [-5.106128, -43.536540, 9.843671], [-4.151424, -45.302973, 10.249851], [-3.084194, -44.031740, 9.691934], [-3.726309, -43.984893, 11.351769], [-5.161981, -42.711659, 10.336456], [-1.865972, -41.481817, 10.054505], [-1.939456, -40.098915, 10.532451], [-2.224848, -41.545280, 9.029378], [-0.832370, -41.814440, 10.095903], [-2.496260, -42.084216, 10.697376], [-1.193726, -39.633643, 10.143186]],
  "forces_ev_per_angstrom": [[-0.077, -1.241, -0.043], [0.214, 0.758, 0.189], [0.127, 0.004, 0.329], [-0.002, 0.305, -0.308], [-0.090, 0.005, -0.045], [-0.063, -0.043, -0.105], [-0.016, -0.050, -0.072], [-0.071, -0.156, 0.100], [0.094, -0.024, -0.123], [-0.384, 0.595, -0.038], [0.003, -0.072, -0.015], [0.018, -0.067, -0.008], [0.043, 0.052, -0.036], [0.085, 0.034, -0.028], [0.061, -0.262, -0.345], [0.083, 0.319, 0.431], [-0.115, 0.007, 0.141], [-0.044, 0.058, 0.078], [0.006, 0.086, 0.119], [-0.087, 0.045, -0.144], [0.290, -0.198, -0.178], [0.130, -0.237, 0.301], [-0.097, 0.018, 0.064], [-0.108, 0.024, 0.055], [-0.052, -0.071, 0.025], [-0.097, 0.141, -0.284], [0.116, -0.042, -0.116], [0.112, -0.198, -0.173], [-0.102, 0.002, 0.031], [-0.002, -0.034, 0.137], [0.013, 0.030, -0.001], [0.012, 0.211, 0.062]]
}

---

{
  "formula": "C32H41F3N7OPrSSi2",
  "method": "ωB97M-V/def2-TZVPD",
  "spin_multiplicity": 3,
  "total_energy_ev": -95132.099,
  "fmax_ha_per_bohr": 0.015,
  "de_lowest_ev": 0.0000,
  "total_charge": 2,
  "elements": ["Pr", "N", "C", "C", "C", "C", "C", "C", "N", "C", "C", "C", "S", "C", "N", "H", "H", "H", "H", "H", "H", "H", "O", "C", "C", "C", "C", "C", "C", "N", "H", "H", "H", "H", "H", "H", "H", "N", "C", "C", "C", "N", "H", "H", "H", "H", "C", "Si", "C", "C", "C", "Si", "C", "C", "C", "H", "H", "H", "H", "H", "H", "H", "H", "H", "H", "H", "H", "H", "H", "H", "H", "H", "H", "H", "F", "C", "F", "F", "C", "C", "C", "N", "C", "C", "H", "H", "H", "H"],
  "xyz": [[0.129757, 0.036253, 0.098967], [-2.658125, 2.682333, 2.667223], [-1.510289, 3.318969, 3.131942], [-1.314868, 4.258067, 4.139872], [-0.019513, 4.693985, 4.319045], [1.036875, 4.218669, 3.518767], [0.825748, 3.285779, 2.526564], [-0.478595, 2.823860, 2.347104], [-1.000997, 1.896992, 1.432235], [-2.300312, 1.869015, 1.657390], [-3.239229, 1.039285, 0.900041], [-4.591715, 1.004933, 1.020434], [-5.237928, -0.084732, -0.110534], [-3.669719, -0.481076, -0.625830], [-2.711350, 0.184715, -0.042675], [-3.593018, 2.827420, 3.010228], [-2.127924, 4.631273, 4.748420], [0.189901, 5.425926, 5.087269], [2.034728, 4.600977, 3.686576], [1.646770, 2.934331, 1.915248], [-5.233840, 1.571607, 1.676604], [-3.500535, -1.217247, -1.401099], [-1.108920, -1.898388, 1.297918], [-1.581037, -3.111342, 0.717595], [-1.545393, -3.018636, -0.780810], [-2.182581, -4.008330, -1.520698], [-2.161028, -3.941975, -2.898382], [-1.501384, -2.879972, -3.506976], [-0.886680, -1.945915, -2.704179], [-0.902601, -1.998646, -1.356532], [-0.879406, -2.054737, 2.225840], [-2.604072, -3.301374, 1.047664], [-0.956272, -3.944939, 1.048454], [-2.688757, -4.818003, -1.009555], [-2.648624, -4.703870, -3.492666], [-1.451010, -2.784773, -4.582750], [-0.335820, -1.121904, -3.138422], [-1.542601, 1.646358, -2.774417], [-1.896018, 2.810504, -3.352001], [-1.369118, 3.818462, -2.580314], [-0.705199, 3.152720, -1.540577], [-0.808753, 1.831439, -1.663528], [-1.770211, 0.716136, -3.080020], [-2.487953, 2.830750, -4.252644], [-1.454894, 4.879014, -2.741427], [-0.167522, 3.576219, -0.704667], [2.530844, -0.853550, 4.814938], [1.404795, -1.055821, 3.357263], [-0.262316, -0.368436, 3.928474], [1.219055, -2.907446, 3.055653], [1.956930, -0.188677, 1.822249], [3.614138, -0.681232, 1.175177], [5.022374, -0.719508, 2.378346], [4.160203, 0.604451, -0.087066], [3.494362, -2.406381, 0.422469], [2.070141, -1.267263, 5.717161], [2.741233, 0.203372, 5.001762], [3.483084, -1.362476, 4.668287], [-0.687642, -0.964419, 4.742558], [-1.034454, -0.274209, 3.156198], [-0.109476, 0.644139, 4.317341], [0.463513, -3.351035, 3.715600], [2.157982, -3.417544, 3.288951], [0.987871, -3.170259, 2.020139], [2.076084, 0.861214, 2.155147], [5.113713, 0.222412, 2.924988], [5.945359, -0.865991, 1.808303], [4.954317, -1.529497, 3.105204], [4.546987, 1.467350, 0.466976], [3.359607, 0.974886, -0.728681], [4.973112, 0.260599, -0.734258], [3.740090, -3.153748, 1.182549], [4.193427, -2.559649, -0.404640], [2.487119, -2.652754, 0.070003], [4.881006, -1.207702, -5.679605], [4.977919, -0.149809, -4.865062], [5.094539, 0.949805, -5.611201], [6.090592, -0.285611, -4.135499], [3.764520, -0.081373, -3.957927], [3.393002, -1.208690, -3.243670], [2.301065, -1.117306, -2.407567], [1.582957, 0.005703, -2.252809], [1.948303, 1.081607, -2.959038], [3.030958, 1.080061, -3.821417], [3.941225, -2.137262, -3.334750], [1.980706, -1.986726, -1.848368], [1.350155, 1.973127, -2.827276], [3.289033, 1.972115, -4.373901]],
  "forces_ev_per_angstrom": [[-0.386, -0.249, -0.153], [0.048, 0.203, 0.093], [-0.374, -0.008, 0.095], [0.029, -0.020, -0.025], [0.058, -0.001, -0.019], [-0.076, 0.039, 0.048], [0.044, 0.012, -0.001], [0.119, -0.192, -0.267], [0.260, 0.021, 0.032], [-0.092, -0.136, 0.035], [0.413, 0.033, 0.091], [-0.132, 0.149, -0.091], [-0.199, -0.207, 0.072], [0.135, 0.169, -0.159], [0.053, -0.072, 0.237], [0.006, 0.000, 0.016], [0.013, -0.014, -0.021], [0.009, -0.013, -0.011], [-0.015, -0.005, 0.003], [-0.016, 0.005, -0.013], [0.021, -0.010, -0.033], [-0.017, 0.035, 0.028], [0.178, 0.160, -0.214], [0.068, 0.103, 0.110], [0.015, -0.011, -0.070], [-0.042, -0.035, 0.020], [-0.033, -0.044, -0.060], [0.006, 0.003, -0.042], [-0.069, -0.016, 0.147], [0.199, 0.013, 0.004], [0.064, -0.003, 0.004], [-0.033, -0.025, 0.001], [0.001, -0.039, -0.018], [0.012, 0.011, -0.015], [0.009, 0.014, 0.008], [-0.012, -0.020, 0.010], [-0.005, 0.007, -0.007], [0.095, 0.003, -0.013], [-0.038, -0.043, -0.044], [0.035, -0.023, 0.026], [-0.015, 0.038, 0.038], [0.043, 0.166, 0.140], [-0.021, -0.004, -0.014], [0.015, 0.018, 0.026], [0.009, -0.031, 0.005], [-0.023, 0.005, -0.038], [0.090, 0.078, 0.267], [0.029, -0.019, 0.008], [-0.225, 0.088, 0.006], [-0.024, -0.238, -0.008], [-0.622, 0.274, -0.324], [0.059, -0.001, -0.290], [0.224, -0.062, 0.209], [0.071, 0.146, -0.070], [-0.014, -0.183, -0.034], [0.025, 0.032, -0.021], [0.011, -0.042, 0.029], [-0.011, 0.021, 0.032], [0.060, 0.030, -0.022], [-0.033, 0.020, 0.057], [0.017, -0.044, 0.001], [0.041, -0.015, -0.050], [-0.031, 0.044, 0.007], [0.014, -0.031, 0.022], [-0.018, -0.024, -0.064], [0.017, -0.037, -0.001], [0.021, 0.016, 0.077], [0.035, 0.007, -0.017], [-0.028, -0.026, -0.050], [0.004, 0.039, -0.037], [-0.044, -0.032, 0.062], [-0.022, 0.029, -0.023], [-0.026, 0.031, 0.034], [0.017, -0.036, -0.004], [0.051, 0.043, 0.017], [-0.091, 0.020, -0.002], [0.011, -0.054, 0.020], [-0.024, -0.012, -0.023], [0.104, -0.017, -0.042], [0.036, -0.058, 0.007], [-0.042, 0.041, -0.087], [-0.004, -0.116, 0.352], [0.002, -0.088, 0.010], [-0.048, 0.135, -0.053], [-0.018, 0.014, 0.010], [-0.008, 0.019, 0.026], [0.030, 0.019, 0.005], [0.006, 0.001, 0.005]]
}